Record 1
77
Properties=species:S:1:pos:R:3 method="wB97M-V/def2-TZVPD" orbital_gap_ev=8.73 de_lowest_kcal_mol=2.4 total_charge=+3 homo_energy_ev=-14.75
C -2.25 -2.01 -0.47
C -0.91 -2.20 -1.14
N -0.39 -3.57 -0.79
C 0.72 -4.14 -1.36
C 0.96 -5.30 -0.71
N 0.00 -5.39 0.27
C -0.78 -4.33 0.22
C -0.04 -6.46 1.27
H -2.91 -2.81 -0.83
H -2.74 -1.12 -0.85
H -2.14 -1.91 0.61
H -0.19 -1.49 -0.73
H -0.95 -2.17 -2.23
H 1.12 -3.71 -2.26
H 1.60 -6.14 -0.90
H -1.57 -4.10 0.92
H -0.68 -7.27 0.92
H -0.54 -6.10 2.17
H 0.94 -6.84 1.51
C 2.34 -1.70 1.43
C 1.27 -1.21 2.41
N 1.69 -0.07 3.22
C 1.29 1.22 2.93
C 1.94 2.02 3.81
N 2.63 1.20 4.67
C 2.52 -0.05 4.25
C 3.55 1.62 5.74
H 2.91 -2.57 1.76
H 3.08 -0.92 1.23
H 1.86 -1.87 0.46
H 1.08 -2.03 3.11
H 0.34 -0.94 1.91
H 0.81 1.38 1.97
H 1.97 3.09 3.93
H 3.02 -0.88 4.71
H 4.31 2.30 5.37
H 4.01 0.74 6.18
H 2.95 2.06 6.54
C 0.61 -4.11 -6.46
C 0.81 -2.70 -6.96
N -0.04 -1.72 -6.25
C -1.30 -1.33 -6.60
C -1.64 -0.30 -5.81
N -0.58 -0.08 -4.96
C 0.38 -0.94 -5.26
C -0.52 1.00 -3.96
H 0.60 -4.15 -5.37
H 1.47 -4.70 -6.76
H -0.26 -4.60 -6.88
H 0.50 -2.65 -8.01
H 1.84 -2.37 -6.89
H -1.85 -1.82 -7.39
H -2.58 0.23 -5.70
H 1.35 -1.00 -4.81
H -0.43 0.58 -2.95
H -1.49 1.49 -3.98
H 0.29 1.69 -4.15
C -3.72 3.52 1.95
C -2.73 3.78 3.07
N -1.70 4.75 2.67
C -0.71 4.50 1.76
C 0.12 5.57 1.77
N -0.37 6.44 2.71
C -1.48 5.93 3.24
C 0.13 7.79 3.01
H -4.01 4.47 1.48
H -4.58 2.97 2.32
H -3.29 2.91 1.15
H -2.28 2.86 3.45
H -3.27 4.25 3.90
H -0.77 3.61 1.14
H 0.97 5.82 1.16
H -2.17 6.42 3.90
H 0.52 7.83 4.02
H -0.68 8.51 2.89
H 0.93 8.03 2.31
Cl -0.92 1.20 -0.03

=====

Record 2
71
Properties=species:S:1:pos:R:3 method="wB97M-V/def2-TZVPD" multiplicity=5 orbital_gap_ev="5.10 / 6.16" total_charge=+1 homo_energy_ev="-8.10 / -9.96"
Mn -0.76 0.28 0.47
C -0.52 1.48 2.25
C -0.35 2.28 1.05
C -2.51 1.40 1.03
C -1.85 0.91 2.21
C -1.60 2.28 0.33
C 0.19 1.63 3.56
H 1.21 2.05 3.47
H 0.26 0.66 4.08
H -0.39 2.32 4.21
C -2.55 0.30 3.37
H -1.92 -0.42 3.92
H -3.48 -0.21 3.07
H -2.83 1.11 4.07
C -3.98 1.34 0.80
H -4.44 2.26 1.20
H -4.44 0.49 1.33
H -4.24 1.27 -0.26
C -2.10 3.30 -0.64
H -2.70 4.05 -0.07
H -2.76 2.84 -1.39
H -1.29 3.84 -1.15
C 0.71 3.29 0.83
H 0.37 4.29 1.17
H 0.98 3.39 -0.24
H 1.64 3.06 1.37
C 1.45 -2.74 -0.51
C 2.46 -1.97 0.10
C 3.60 -1.42 -0.76
C 3.23 -0.74 -2.09
C 1.83 -0.15 -2.13
C 0.81 -0.88 -2.80
C 0.90 -2.38 -3.00
C 1.59 -3.22 -1.91
H 4.27 -2.27 -1.02
H 3.45 -1.42 -2.92
H 4.24 -0.76 -0.15
H 2.63 -3.43 -2.19
H 0.66 -3.19 0.09
H 2.82 -2.17 1.12
H 1.13 -4.21 -1.95
H -0.11 -2.77 -3.17
H 0.18 -0.43 -3.59
H 1.44 -2.58 -3.94
H 3.96 0.07 -2.23
H 1.81 0.95 -2.16
P 0.98 -0.98 1.41
C 0.76 -2.48 2.44
C 2.41 0.14 1.88
P -1.06 0.51 -1.82
C 0.55 -0.67 -0.26
C -0.39 1.89 -2.81
C -2.07 -0.75 -2.69
H -0.27 -2.85 2.42
H 1.03 -2.25 3.48
H 1.40 -3.31 2.12
H 3.21 0.16 1.12
H 2.84 -0.25 2.82
H 2.10 1.17 2.03
H -1.44 -1.56 -3.10
H -2.59 -0.23 -3.51
H -2.80 -1.19 -1.98
H 0.06 -1.43 -0.91
H 1.42 -0.09 -0.68
H -1.24 2.55 -3.06
H 0.05 1.53 -3.74
H 0.36 2.46 -2.25
C -1.90 -1.34 0.54
H -2.86 -1.00 0.15
H -1.99 -1.59 1.60
H -1.57 -2.21 -0.02

=====

Record 3
82
Properties=species:S:1:pos:R:3 method="wB97M-V/def2-TZVPD" orbital_gap_ev=8.29 smiles="O=NOc1ccc2c(c1)C(=O)NC2=O.COCCOC.COCCOC.COCCOC.COCCOC" homo_energy_ev=-9.30
O 0.45 -0.75 3.22
N 0.48 0.24 2.62
O -0.30 0.11 1.40
C -1.65 0.34 1.66
C -2.11 1.65 1.63
C -3.45 1.94 1.87
C -4.27 0.87 2.13
C -3.79 -0.43 2.19
C -2.47 -0.73 1.95
C -4.95 -1.33 2.52
O -4.91 -2.52 2.70
N -6.15 -0.55 2.63
C -5.75 0.81 2.42
O -6.50 1.75 2.46
H -1.43 2.47 1.43
H -3.87 2.94 1.85
H -2.12 -1.75 2.00
H -6.72 -0.92 1.87
C 5.87 -1.17 4.95
O 5.92 -0.95 3.55
C 6.24 -2.12 2.82
C 5.01 -2.73 2.18
O 4.12 -3.25 3.16
C 3.01 -2.40 3.39
H 5.43 -0.28 5.41
H 5.26 -2.04 5.20
H 6.88 -1.31 5.35
H 6.75 -2.85 3.45
H 6.94 -1.82 2.03
H 5.32 -3.58 1.56
H 4.51 -2.01 1.54
H 2.33 -2.44 2.54
H 3.32 -1.36 3.56
H 2.49 -2.75 4.28
C 3.07 1.68 -3.48
O 2.30 0.60 -3.00
C 1.70 0.85 -1.74
C 0.24 1.20 -1.87
O 0.05 2.45 -2.51
C -0.34 2.33 -3.87
H 3.32 1.49 -4.52
H 2.52 2.63 -3.42
H 4.00 1.76 -2.90
H 2.24 1.64 -1.21
H 1.79 -0.07 -1.15
H -0.19 1.29 -0.87
H -0.30 0.40 -2.39
H -1.38 1.96 -3.90
H 0.30 1.66 -4.45
H -0.30 3.32 -4.31
C 1.07 -3.34 0.46
O 0.66 -3.60 -0.87
C 1.74 -3.58 -1.79
C 2.17 -4.98 -2.17
O 2.75 -5.66 -1.07
C 1.87 -6.59 -0.47
H 0.23 -3.56 1.12
H 1.92 -3.97 0.75
H 1.34 -2.28 0.57
H 2.59 -3.01 -1.39
H 1.39 -3.06 -2.69
H 2.94 -4.91 -2.95
H 1.33 -5.54 -2.58
H 1.74 -7.47 -1.12
H 0.89 -6.15 -0.26
H 2.31 -6.92 0.47
C -5.14 4.00 -0.68
O -3.77 4.30 -0.82
C -3.21 3.81 -2.03
C -3.04 4.91 -3.05
O -4.29 5.40 -3.50
C -4.65 6.64 -2.91
H -5.53 4.57 0.16
H -5.71 4.26 -1.58
H -5.27 2.93 -0.47
H -3.82 2.99 -2.43
H -2.23 3.40 -1.77
H -2.52 4.50 -3.92
H -2.43 5.72 -2.64
H -4.03 7.45 -3.32
H -4.54 6.61 -1.82
H -5.69 6.84 -3.15

=====

Record 4
79
Properties=species:S:1:pos:R:3 method="wB97M-V/def2-TZVPD" orbital_gap_ev=5.93 de_lowest_kcal_mol=0.0 total_charge=+1 homo_energy_ev=-10.48
C 4.36 0.70 -0.55
C 4.27 1.95 0.27
O 4.31 1.98 1.47
O 4.13 3.06 -0.49
C 3.68 4.23 0.20
C 2.17 4.23 0.38
C 1.39 4.73 -0.85
C 0.84 3.59 -1.74
C -0.57 3.21 -1.42
C -1.05 2.96 -0.14
C -2.37 2.59 0.04
C -2.91 2.26 1.41
O -3.36 1.18 1.65
O -2.76 3.27 2.30
C -3.23 2.46 -1.05
C -2.73 2.72 -2.30
N -1.44 3.09 -2.44
H 5.33 0.66 -1.05
H 3.60 0.69 -1.33
H 4.28 -0.16 0.10
H 4.18 4.34 1.16
H 3.98 5.07 -0.42
H 1.84 3.22 0.67
H 1.95 4.89 1.22
H 2.09 5.28 -1.48
H 0.60 5.42 -0.57
H 1.46 2.70 -1.58
H 0.92 3.84 -2.80
H -0.38 3.06 0.70
H -3.63 3.55 2.63
H -4.26 2.14 -0.93
H -3.34 2.63 -3.19
H -1.10 3.26 -3.38
C 3.39 1.31 4.60
O 2.47 0.25 4.45
C 2.50 -0.39 3.19
C 2.40 -1.90 3.31
O 3.54 -2.54 3.84
C 3.85 -2.38 5.22
C 2.93 -3.09 6.18
O 1.63 -2.52 6.20
C 0.57 -3.45 6.16
H 2.97 2.25 4.20
H 3.58 1.44 5.66
H 4.34 1.11 4.10
H 3.41 -0.13 2.64
H 1.63 -0.05 2.60
H 2.33 -2.28 2.28
H 1.49 -2.20 3.83
H 3.95 -1.32 5.48
H 4.83 -2.84 5.33
H 3.36 -3.02 7.18
H 2.88 -4.15 5.90
H 0.79 -4.29 5.49
H -0.31 -2.93 5.79
H 0.34 -3.84 7.16
C -2.72 -1.09 -1.78
O -2.97 -1.24 -3.16
C -1.85 -1.59 -3.94
C -2.17 -2.64 -4.98
O -2.43 -3.93 -4.47
C -3.63 -4.17 -3.75
C -4.90 -4.16 -4.58
O -5.22 -2.87 -5.06
C -5.60 -2.82 -6.42
H -2.36 -0.07 -1.57
H -3.66 -1.25 -1.25
H -1.99 -1.81 -1.41
H -1.03 -1.95 -3.31
H -1.50 -0.69 -4.48
H -1.27 -2.76 -5.58
H -2.96 -2.30 -5.65
H -3.72 -3.50 -2.89
H -3.52 -5.18 -3.36
H -5.71 -4.51 -3.94
H -4.79 -4.87 -5.40
H -5.01 -3.51 -7.03
H -5.43 -1.81 -6.77
H -6.66 -3.06 -6.54

=====

Record 5
84
Properties=species:S:1:pos:R:3 method="wB97M-V/def2-TZVPD" orbital_gap_ev=9.03 de_lowest_kcal_mol=0.0 total_charge=+1 homo_energy_ev=-11.65
Mg -0.63 -0.72 -0.69
O -4.81 -1.46 0.76
As -3.35 -1.88 -0.12
O -2.86 -3.38 0.31
O -2.26 -0.64 0.22
C -3.97 -1.68 -1.95
C -5.35 -1.72 -2.12
C -5.93 -1.64 -3.38
C -5.14 -1.51 -4.50
C -3.76 -1.47 -4.36
C -3.18 -1.55 -3.11
S -1.41 -1.43 -3.09
O -0.94 -2.34 -2.00
O -0.91 -1.75 -4.39
O -1.05 -0.07 -2.59
H -4.97 -2.15 1.41
H -5.98 -1.82 -1.24
H -7.01 -1.68 -3.47
H -5.58 -1.45 -5.48
H -3.12 -1.38 -5.23
C 1.27 -5.93 -0.93
N 2.35 -4.83 -1.03
C 3.22 -4.91 0.23
N 2.44 -4.80 1.40
C 1.42 -5.86 1.43
N 0.54 -5.79 0.28
C -0.34 -4.61 0.30
P 0.63 -3.04 0.26
C 1.73 -3.47 -1.18
C 1.86 -3.47 1.59
H 1.80 -6.87 -0.96
H 0.62 -5.82 -1.80
H 2.93 -5.02 -1.85
H 3.95 -4.11 0.15
H 3.72 -5.88 0.18
H 0.83 -5.76 2.34
H 1.93 -6.83 1.44
H -0.97 -4.62 1.18
H -1.03 -4.62 -0.55
H 2.53 -2.75 -1.28
H 1.12 -3.46 -2.08
H 1.36 -3.43 2.56
H 2.66 -2.72 1.61
C -1.31 4.67 0.98
C -0.97 3.18 0.81
C -1.62 2.70 -0.50
C -1.64 2.40 1.96
Si 0.92 2.97 0.88
Br 1.34 0.69 0.23
C 1.71 2.95 2.62
C 1.26 4.22 3.37
C 3.24 2.95 2.54
C 1.32 1.73 3.47
C 1.89 3.95 -0.44
C 3.24 3.31 -0.82
C 1.08 4.05 -1.74
C 2.15 5.37 0.08
H -2.40 4.78 1.02
H -0.96 5.27 0.14
H -0.91 5.10 1.90
H -2.70 2.68 -0.36
H -1.33 1.70 -0.79
H -1.40 3.36 -1.34
H -2.72 2.52 1.88
H -1.35 2.77 2.94
H -1.44 1.33 1.91
H 1.46 5.14 2.81
H 1.81 4.29 4.31
H 0.20 4.20 3.62
H 3.65 3.84 2.06
H 3.62 2.07 2.02
H 3.64 2.93 3.56
H 0.25 1.58 3.57
H 1.73 1.87 4.47
H 1.75 0.81 3.07
H 3.10 2.37 -1.35
H 3.89 3.13 0.03
H 3.77 3.99 -1.49
H 0.79 3.07 -2.13
H 1.70 4.53 -2.50
H 0.18 4.65 -1.62
H 2.84 5.39 0.92
H 1.23 5.88 0.38
H 2.59 5.96 -0.72

=====

Record 6
83
Properties=species:S:1:pos:R:3 method="wB97M-V/def2-TZVPD" orbital_gap_ev=2.95 total_charge=+2 homo_energy_ev=-10.71
C -3.96 -1.98 4.35
C -2.68 -1.18 4.21
C -2.13 -0.91 2.79
C -2.98 -0.10 1.81
Br -4.19 1.15 2.80
O -2.25 0.82 1.05
C -1.19 0.34 0.16
C -1.74 0.01 -1.25
F -1.41 -1.32 -1.51
C -1.38 0.84 -2.47
C -2.57 1.59 -3.08
C -0.11 1.44 0.33
C 0.54 1.57 1.75
C 1.67 0.64 2.14
O 1.26 -0.67 2.53
C 1.87 -1.12 3.71
C 1.26 -0.53 4.97
O 0.95 1.56 -0.60
C 1.65 0.50 -1.26
S 1.64 -1.13 -0.46
C 3.06 1.04 -1.55
C 4.26 0.21 -1.14
C 4.67 -0.97 -2.05
C 3.84 -1.13 -3.30
N 4.02 -2.43 -3.92
C 4.79 -3.49 -3.52
C 4.61 -4.53 -4.42
C 3.71 -4.09 -5.40
C 3.37 -2.79 -5.07
B -0.96 2.85 0.20
O -1.38 3.55 1.33
O -1.24 3.38 -1.00
C -2.24 4.40 -1.10
C -3.63 3.97 -0.63
P -4.24 -1.35 1.06
O -5.04 -0.58 -0.11
O -3.26 -2.40 0.34
H -3.97 -2.47 5.32
H -3.93 -2.78 3.62
H -4.86 -1.41 4.19
H -1.91 -1.78 4.70
H -2.71 -0.26 4.81
H -2.03 -1.92 2.38
H -1.11 -0.53 2.86
H -0.82 -0.61 0.54
H -2.83 0.01 -1.17
H -0.57 1.54 -2.33
H -1.06 0.14 -3.23
H -3.05 0.95 -3.81
H -3.34 1.82 -2.35
H -2.25 2.47 -3.62
H 0.98 2.56 1.71
H -0.22 1.60 2.55
H 2.19 1.09 2.99
H 2.41 0.61 1.35
H 2.93 -0.89 3.71
H 1.79 -2.20 3.75
H 0.20 -0.74 5.02
H 1.76 -0.88 5.87
H 1.41 0.56 4.96
H 1.19 0.34 -2.23
H 0.94 -1.79 -1.37
H 3.13 1.98 -1.01
H 3.13 1.31 -2.60
H 5.10 0.90 -1.16
H 4.21 -0.11 -0.10
H 4.52 -1.88 -1.46
H 5.72 -0.94 -2.28
H 2.78 -1.02 -3.11
H 4.17 -0.39 -4.03
H 5.41 -3.46 -2.64
H 5.08 -5.50 -4.36
H 3.34 -4.64 -6.24
H 2.71 -2.13 -5.61
H -1.82 2.95 1.93
H -1.94 5.31 -0.60
H -2.28 4.65 -2.15
H -3.93 4.52 0.25
H -3.67 2.91 -0.37
H -4.37 4.15 -1.41
H -5.52 0.18 0.23
H -3.62 -2.77 -0.48
Ba -1.87 1.38 5.31

=====

no.,maximum force (eV/Å)
1,1.453
2,4.682
3,2.009
4,0.733
5,0.102
6,3.056